[1]
A gas-phase ion, C5H11NOS (charge -1). Source: OMol25; level of theory: wB97M-V/def2-TZVPD.

```
19
Properties=species:S:1:pos:R:3:forces:R:3:lowdin_spin:R:1
S 1.76113 3.38655 -1.16018 0.043 -0.130 -0.032 0.0000
O -3.40070 -1.37672 1.39732 0.050 0.116 0.036 0.8090
N -0.21326 -1.02304 -0.33790 0.136 0.074 -0.497 0.0011
C 1.60881 1.55376 -1.30388 -0.021 1.339 0.457 0.0000
C -2.43335 -0.71709 0.68391 -0.867 -0.576 -0.189 0.1050
C 1.15132 -0.58492 -0.02775 -0.048 -0.559 0.210 0.0002
C -1.04749 -1.29697 0.81269 0.280 0.582 -0.094 0.0009
C 1.32196 0.92399 0.04790 0.483 -0.138 0.200 0.0001
H 0.44206 1.41792 0.42367 -0.913 -0.018 0.053 0.0000
H -0.61016 -0.33001 -0.95828 -0.225 0.048 0.072 0.0004
H 2.01007 1.21826 0.84162 0.732 -0.084 -0.392 0.0000
H 1.80937 -1.01024 -0.79001 0.132 0.172 -0.056 0.0000
H 1.43192 -1.09224 0.90060 0.040 0.107 0.070 0.0001
H 0.73215 1.38866 -1.92058 -0.107 -0.375 -0.454 0.0000
H -0.61212 -0.85292 1.71843 0.055 -0.255 0.067 0.0003
H 2.50052 1.17985 -1.80670 -0.025 -0.382 0.138 0.0000
H -2.81914 -0.75838 -0.35899 0.212 -0.099 -0.027 0.0548
H -1.13272 -2.37104 0.92617 -0.125 -0.289 0.349 -0.0007
H -2.50037 0.34459 0.91195 0.169 0.469 0.090 0.0288
```
Positions in Å, forces in eV/Å.

Summary:
**Calculated total energy**: -19734.3314 eV
**E_HOMO (alpha / beta)**: -0.0876 / -0.0876 Eh
**Relative energy (zero: lowest compared OMol25 entry of this formula, charge and spin)**: 23.0 kcal/mol
**Charge**: -1
**LUMO level (alpha / beta)**: 3.2 / 0.9 eV
**Spin multiplicity**: 2


[2]
2 unconnected molecules or ions with the total composition C4H10O2. Source: OMol25; level of theory: wB97M-V/def2-TZVPD.

```
16
Properties=species:S:1:pos:R:3:forces:R:3:mulliken_charge:R:1
O 0.82877 -0.73229 1.33248 0.238 1.903 -1.847 -0.5199
O -1.20308 0.52101 -0.05998 0.080 0.964 2.922 -0.4111
C 2.08009 -0.02353 -0.57408 -1.397 0.314 -0.987 -1.1505
C -1.64143 0.01392 1.39785 -0.594 0.835 -3.490 -0.6067
C -1.09979 -0.10421 -1.31218 -0.604 -0.534 0.497 -0.5981
C 1.17715 0.22765 0.61286 2.973 -3.124 3.258 0.4072
H -0.47018 0.55493 -1.92375 0.186 -0.378 0.212 0.2074
H 3.08374 -0.26797 -0.22850 -0.118 0.027 0.331 0.3635
H -2.70784 0.21548 1.37583 -0.194 -0.263 0.079 0.3022
H -1.19217 0.74449 2.07114 0.354 -0.516 -0.262 0.2263
H 1.68666 -0.85478 -1.15825 0.206 -0.019 -0.089 0.2895
H -2.05447 -0.13553 -1.83490 -0.354 -0.189 0.051 0.2950
H 2.14219 0.87373 -1.19130 0.074 -0.072 -0.146 0.3179
H -0.71479 -1.12482 -1.22450 0.210 0.067 -0.242 0.2781
H 1.51008 1.13149 1.16220 -1.312 0.679 -0.335 0.2941
H -1.42495 -1.03959 1.55508 0.252 0.305 0.047 0.3050
```
Positions in Å, forces in eV/Å.

Summary:
**Calculated total energy**: -8402.1926 eV
**E_HOMO**: -0.3485 Eh
**Relative energy (zero: lowest compared OMol25 entry of this formula, charge and spin)**: 77.4 kcal/mol
**LUMO level**: 1.0 eV
**SMILES string**: CC=O.COC


[3]
A molecular structure, C18H45Mn2O12. Source: OMol25; level of theory: wB97M-V/def2-TZVPD.

```
77
Properties=species:S:1:pos:R:3:forces:R:3:lowdin_spin:R:1
Mn -0.73301 0.38928 1.02817 -0.267 0.795 -0.273 4.7007
Mn 0.56711 2.35549 -0.24516 -0.160 0.738 -0.330 4.6781
O -1.20831 1.40916 -0.79597 -0.267 -0.547 0.010 0.1070
O -0.24400 2.33277 1.62640 0.077 -0.015 0.354 0.1353
O -2.63237 0.50038 2.24300 0.181 -0.930 0.272 0.0390
O 1.19028 0.48294 0.19895 0.146 -1.047 0.224 0.1283
O -0.13874 -0.46023 2.93134 -0.025 -0.362 0.176 0.0402
O 4.97756 2.35643 1.51045 -0.017 -0.177 -0.133 0.0001
O 2.54227 3.21343 -0.02302 0.055 0.103 -0.098 0.0417
O 1.06670 -1.90268 -4.10405 -0.348 -0.019 0.081 0.0001
O 1.46707 2.60028 -2.22540 0.073 0.271 -0.144 0.0429
O -4.61235 1.89374 3.97427 -0.074 -0.034 -0.210 0.0001
O -1.96899 -6.27086 -2.44721 -0.397 0.420 0.359 0.0000
O -1.16659 -3.50872 -3.06878 0.129 0.049 0.041 0.0003
C 2.45280 -1.74797 -4.07335 0.516 -0.101 -0.002 0.0000
C -2.76088 -5.33943 -3.15962 0.126 -0.381 0.171 0.0000
C 5.63429 1.29077 2.16087 0.084 0.038 0.411 0.0000
C -2.44061 -0.07240 3.54819 0.175 0.164 0.265 0.0027
C 3.69620 2.59519 2.04018 0.088 0.130 0.420 0.0004
C -0.96837 -2.13259 -2.90084 -0.520 0.441 0.264 0.0008
C -3.99025 0.83940 1.94535 0.021 0.241 -0.712 0.0043
C -1.28299 -1.05334 3.54655 -0.269 -0.167 -0.130 0.0061
C 3.01606 3.66980 1.24459 -0.144 0.268 0.140 0.0047
C 0.83778 2.30007 -3.46699 -0.217 -0.241 -0.172 0.0045
C 2.86957 2.34949 -2.23213 0.085 -0.212 -0.085 0.0032
C 0.48858 -1.80709 -2.81973 0.330 0.094 -0.201 0.0003
C -2.50750 -3.87845 -2.84634 -0.184 -0.027 -0.293 0.0000
C -4.41736 2.12491 2.59465 0.029 0.042 0.345 0.0007
C 3.52598 3.06282 -1.05050 -0.028 0.037 -0.037 0.0038
C -5.21766 3.00092 4.61487 0.062 -0.086 0.091 0.0000
C -0.62563 -6.36574 -2.84464 0.513 -0.157 -0.222 0.0000
C 1.05620 -1.27837 2.97912 -0.147 0.382 -0.292 0.0060
H 2.74776 -0.78656 -3.62584 -0.022 -0.021 0.020 0.0000
H -3.32835 -0.62123 3.86937 -0.080 0.069 -0.102 0.0004
H 5.80347 1.51581 3.22470 -0.041 0.048 -0.136 0.0000
H -2.06925 1.56610 -1.19802 0.307 0.105 0.158 0.0109
H -4.54699 3.86574 4.61542 -0.061 0.052 -0.022 0.0000
H 1.07780 1.28272 -3.79347 0.079 0.064 0.029 0.0002
H -0.06482 -5.44193 -2.69660 -0.115 -0.010 -0.015 0.0000
H 5.04784 0.36560 2.11161 0.058 0.006 -0.151 0.0000
H -1.46106 -1.78035 -1.97518 0.150 -0.126 -0.007 0.0014
H -1.56397 -1.96933 3.00628 0.073 0.085 0.016 0.0010
H -3.77968 -5.53480 -2.81799 -0.068 -0.043 -0.233 0.0000
H 2.94371 -2.55813 -3.51368 -0.090 0.110 0.027 0.0000
H -3.64136 2.88918 2.44528 -0.058 -0.004 -0.097 0.0002
H -2.80642 -3.68253 -1.80592 0.172 0.094 -0.008 0.0000
H -0.54597 -6.65248 -3.90177 -0.004 0.004 0.050 0.0000
H 1.16105 -1.84773 2.05496 -0.154 -0.177 0.097 0.0016
H 4.35819 2.47288 -0.67007 0.013 0.011 -0.077 0.0005
H -0.23666 2.35438 -3.31258 0.023 0.068 0.064 0.0008
H 2.12707 3.99759 1.78449 -0.015 -0.054 -0.024 0.0012
H -4.65420 0.01378 2.20773 0.036 -0.014 0.157 0.0004
H -6.16067 3.26099 4.12414 0.021 0.059 0.028 0.0000
H 3.90506 4.05033 -1.32845 -0.145 0.026 -0.013 0.0004
H -2.70293 -5.54729 -4.23473 0.087 0.146 -0.017 0.0000
H -3.14960 -3.28092 -3.51292 -0.137 -0.063 0.163 0.0000
H -1.42860 -1.54143 -3.70883 0.060 -0.214 -0.079 0.0001
H 3.03024 1.26527 -2.18970 -0.054 0.056 0.146 0.0003
H 1.89913 -0.59536 3.02561 -0.009 0.025 0.152 0.0002
H 3.66403 4.54160 1.11141 0.078 -0.112 -0.091 0.0006
H 0.99103 -2.49384 -2.12292 -0.025 0.023 -0.001 0.0001
H -2.28824 0.73846 4.26291 0.105 -0.045 -0.033 0.0002
H 3.78339 2.94688 3.08258 -0.044 -0.061 -0.097 0.0001
H 3.07660 1.68814 2.04201 0.042 -0.016 -0.108 0.0000
H -0.16727 -7.14122 -2.23122 -0.099 -0.074 -0.075 0.0000
H 2.82486 -1.77970 -5.09517 -0.074 0.029 -0.030 0.0000
H 3.29383 2.69025 -3.18009 0.052 0.133 0.086 0.0007
H -0.61639 2.66444 2.44921 0.218 0.121 -0.363 0.0124
H 1.50211 -0.16177 -0.44659 -0.111 0.184 0.099 0.0119
H -4.02948 0.96605 0.86059 0.053 -0.007 0.067 0.0006
H 6.60161 1.16206 1.68434 -0.025 -0.095 -0.068 0.0000
H 1.02069 -1.92953 3.84736 0.060 -0.031 0.057 0.0008
H -1.06516 -1.32542 4.58305 0.056 0.026 -0.027 0.0009
H -5.41677 2.69873 5.63852 -0.024 0.058 0.055 0.0000
H 1.14118 3.01779 -4.23085 0.061 -0.010 0.031 0.0007
H -5.34497 2.48129 2.12512 0.032 -0.067 0.010 0.0001
H 0.59536 -0.77388 -2.44727 -0.008 -0.064 0.074 0.0001
```
Positions in Å, forces in eV/Å.

Summary:
**Calculated total energy**: -106599.7676 eV
**E_HOMO (alpha / beta)**: -0.4134 / -0.4134 Eh
**Relative energy (zero: lowest compared OMol25 entry of this formula, charge and spin)**: 0.0 kcal/mol
**Charge**: +1
**LUMO level (alpha / beta)**: -2.2 / -2.6 eV
**Spin multiplicity**: 11


[4]
A molecular structure, C34H59CdClN2O2Si. Source: OMol25; level of theory: wB97M-V/def2-TZVPD.

```
100
Properties=species:S:1:pos:R:3:forces:R:3:mulliken_charge:R:1
Cd 0.62228 1.49970 2.20163 -0.071 -0.210 2.112 1.4554
Cl 0.74093 3.64011 4.31707 -0.956 1.734 1.280 -0.2371
Si 2.05967 2.40326 -0.98414 -1.443 -1.093 1.348 0.4602
O 0.79156 -1.80196 -4.21952 0.209 0.641 -1.277 -0.0298
O 1.25718 -2.45642 -2.03729 -0.601 -0.968 1.483 -0.1441
N -1.69702 2.07702 1.59415 -0.737 -0.128 0.821 0.9684
N -0.64415 -0.27897 3.15391 -0.206 -0.022 -0.236 1.0492
C 0.35486 -4.34708 2.62248 0.004 -0.193 -0.110 -0.7474
C -0.39878 -0.98306 -4.37371 -0.175 0.218 -0.574 -0.2648
C -2.87911 2.54256 -1.89059 0.010 0.458 0.055 -0.7852
C -0.04488 -4.48849 -2.15884 0.147 -0.455 -0.182 -1.2184
C -2.65829 -2.10820 2.12413 -0.412 0.101 -0.187 -1.5890
C -2.43111 2.16653 2.68958 0.583 0.352 -1.178 1.5254
C 1.96507 -1.39990 -5.02401 -0.181 0.082 0.545 -0.2179
C -2.19358 1.43651 3.87391 -0.106 -0.286 0.394 -2.5901
C 1.28532 -3.45957 3.15596 -0.150 -0.016 -0.106 -0.8468
C -1.28651 -2.56653 2.50390 0.454 0.088 0.160 1.5772
C -1.52391 0.21166 4.02905 0.328 -0.255 -0.399 1.3688
C -3.60366 3.11316 2.69921 -0.331 0.165 0.362 -1.5562
C 1.90011 2.56209 3.63277 0.803 -1.726 -0.720 -1.2153
C -2.79971 2.02455 -0.60118 0.623 0.407 0.370 1.0401
C -1.67900 4.52375 -1.20395 -0.297 -0.320 -0.254 -0.5943
C 2.66244 -2.67899 -1.72052 0.378 0.633 -0.493 0.3616
C 0.24325 -3.28977 -1.31524 0.314 0.946 0.061 0.6271
C -2.31711 3.78437 -2.20253 0.080 -0.052 0.096 -0.9557
C -2.04398 2.71578 0.38616 -0.237 0.430 -0.303 -1.3529
C -0.33466 -1.65207 3.02999 -0.152 0.081 0.650 -1.0220
C 1.01347 1.44632 0.24456 0.505 -1.007 -4.162 0.2563
C 3.62365 1.46415 -1.39075 0.533 0.221 -0.010 -0.6792
C -3.50240 0.74743 -0.26218 -0.115 -0.369 -0.100 -0.9751
C 1.95638 -1.21668 4.02719 0.332 0.166 0.271 -1.5802
C -1.28909 -1.07363 -3.17253 -0.432 0.101 0.377 -1.0078
C 1.09613 2.36868 -2.60018 -0.054 0.439 -0.585 -0.7209
C 2.42345 -2.61205 -5.78054 -0.035 -0.316 -0.081 -1.1965
C -1.84723 -0.57322 5.28186 -0.130 0.045 0.294 -1.6888
C -0.93403 -3.90381 2.32434 0.385 0.130 -0.026 -0.7431
C 2.93311 -3.49703 -0.49476 0.216 -0.470 0.428 -1.5217
C 0.94754 -2.12955 3.40063 -0.344 -0.006 -0.360 1.2334
C -0.93741 4.86481 1.15524 0.368 0.208 0.201 -2.0228
C -1.55333 4.01732 0.08723 -0.205 -0.677 0.038 1.7064
C 2.31373 4.11766 -0.29372 0.450 0.469 -0.235 -0.9583
H -0.61699 -2.62424 -1.15662 0.417 -0.293 -0.014 -0.1762
H -0.94281 -0.97530 5.75999 -0.186 0.030 -0.230 0.2491
H -4.09295 3.06056 3.67489 -0.085 0.123 -0.186 0.5380
H 1.55974 4.81591 -0.68889 0.239 -0.153 0.118 0.2623
H -0.94074 -0.46193 -2.33300 0.116 -0.131 -0.110 0.1760
H 2.56469 -4.53144 -0.57614 0.069 0.346 0.021 0.3230
H -0.83174 -5.11629 -1.72776 0.146 0.142 -0.017 0.4342
H 2.63221 3.10722 3.02152 -0.037 -0.071 0.599 0.4101
H 3.21989 -2.33605 -6.46932 0.093 -0.058 0.016 0.4231
H -4.33647 2.84406 1.92469 0.221 0.087 0.143 0.2242
H 3.31350 4.48924 -0.56202 -0.228 0.196 0.097 0.4332
H 0.07956 1.98510 -2.45840 0.100 0.195 0.104 -0.1104
H -2.63396 -1.10308 1.68972 0.017 -0.132 0.234 -0.1216
H 4.24218 1.31207 -0.50138 0.058 -0.041 -0.120 0.2917
H -0.01508 1.61282 -0.17661 0.771 -0.501 0.158 -1.0271
H -1.67471 -4.59996 1.92930 0.131 0.120 0.068 0.4456
H -0.35170 -4.17690 -3.16283 -0.037 -0.161 0.095 0.2366
H 0.66705 -3.52060 -0.33792 -0.274 0.013 -0.156 -0.1057
H -1.45003 -2.10197 -2.83014 -0.036 0.238 -0.314 0.1680
H -0.37200 4.28439 1.89417 -0.175 0.101 -0.163 0.0723
H -3.28266 4.15007 2.52523 -0.077 -0.318 -0.041 0.1414
H 3.04890 -1.65698 -1.60693 0.113 -0.354 0.032 -0.0805
H 1.65260 -0.58500 -5.69344 0.034 -0.291 0.351 0.5094
H -4.10293 0.84509 0.65422 0.247 -0.116 -0.197 0.3235
H 2.22995 4.10045 0.80427 0.032 -0.049 -0.387 0.1418
H 2.35067 1.92772 4.41247 0.047 0.605 -0.258 0.4158
H -0.88227 -1.38554 -5.27161 -0.042 0.212 0.146 0.2484
H -2.80274 -0.08880 -0.12653 -0.071 0.213 0.119 -0.1771
H 4.01974 -3.56757 -0.39672 -0.044 0.053 -0.027 0.4597
H -3.09324 -2.79193 1.38335 0.038 0.093 0.144 0.4697
H 1.59097 -3.02714 -6.36302 0.223 0.090 0.110 0.3075
H -3.34638 -2.08829 2.98272 0.178 0.088 -0.166 0.3018
H 1.29558 0.37260 0.01403 -0.449 0.550 -0.033 0.0504
H -3.42137 1.96992 -2.64570 0.074 0.210 0.100 0.3854
H 2.79080 -3.38724 -5.09504 -0.046 0.161 -0.220 0.2361
H -1.71097 5.42435 1.70367 0.206 -0.132 -0.101 0.4217
H -2.53007 -1.40910 5.06951 0.220 0.159 0.006 0.1804
H 3.37373 0.48509 -1.82138 -0.024 0.176 0.099 -0.2802
H -2.26318 -0.67442 -3.46450 0.028 -0.016 0.058 0.5410
H -2.72771 1.80407 4.74566 -0.023 -0.223 -0.145 0.1400
H -4.17912 0.47455 -1.08173 0.049 0.033 0.161 0.5191
H 1.02410 3.37994 -3.02531 -0.096 -0.245 -0.155 0.4045
H -0.25491 5.59830 0.70862 -0.151 -0.086 0.138 0.4844
H -0.10300 0.06090 -4.55486 0.037 -0.341 0.101 0.3771
H 2.71513 -1.02019 -4.30640 -0.296 -0.067 -0.402 0.1736
H 1.48689 -0.40744 4.59966 0.091 -0.154 -0.263 0.1782
H 0.99969 -2.19923 -3.17763 0.269 0.259 0.561 0.5354
H 2.60529 -1.77877 4.71418 -0.137 0.096 -0.200 0.4330
H -2.38949 4.18185 -3.21332 0.007 -0.083 0.174 0.3941
H 2.56061 -3.05381 0.43448 -0.044 -0.002 -0.204 0.3222
H 2.29588 -3.79864 3.39571 -0.277 0.028 0.027 0.4136
H 0.63082 -5.38857 2.44598 -0.088 0.241 0.092 0.4253
H -2.34810 0.09265 5.99413 0.080 -0.238 -0.094 0.4974
H 1.59344 1.72059 -3.33306 0.052 0.095 -0.047 0.2827
H 3.15101 -3.14501 -2.59536 -0.311 0.131 0.220 0.1878
H 4.20231 2.02208 -2.13767 0.105 -0.157 0.090 0.3388
H 2.60908 -0.76436 3.26515 -0.186 0.062 0.179 0.2449
H -1.27621 5.51636 -1.41774 -0.112 -0.263 -0.007 0.4280
H 0.87629 -5.08253 -2.24713 -0.327 -0.016 -0.073 0.3090
```
Positions in Å, forces in eV/Å.

Summary:
**Calculated total energy**: -68251.2526 eV
**E_HOMO**: -0.2109 Eh
**LUMO level**: -0.2 eV